Here is a gas-phase ion, C2H8N3O2 (charge +1) in a non-equilibrium geometry from the Open Molecules 2025 dataset. Energies are from ωB97M-V/def2-TZVPD.

E_LUMO: -3.16 eV
HOMO: -14.1304 eV
energy above the lowest of the compared OMol25 structures with the same formula, charge and spin: 494.5 kJ/mol
net charge: +1
F_max: 3.877 eV/Å
energy: -395.368988 a.u.

Atoms and positions in Å:
C1 0.681353 -0.517914 0.012634
C2 -1.547630 0.683019 0.289564
N1 0.102321 -1.699047 -0.268833
N2 -0.117489 0.617768 0.104640
N3 2.036657 -0.512134 -0.010309
O1 0.481648 1.728275 -0.386077
O2 2.808646 0.554911 0.253482
H1 -1.972049 0.405928 1.250576
H2 -1.809806 1.736170 0.264063
H3 -2.106783 -0.064042 -0.398304
H4 -0.946357 -1.806307 -0.322526
H5 0.528603 -2.531063 -0.517945
H6 2.417021 -1.357351 0.207312
H7 0.806050 2.309295 0.328395
H8 3.577449 0.685173 -0.344398

Forces on the atoms, in the same order (eV/Å):
C -1.09 1.39 -1.27
C -1.55 -1.62 -0.65
N -3.41 1.54 1.01
N 1.87 -2.41 1.14
N -2.21 1.61 -1.46
O 0.49 1.31 -0.54
O 0.59 1.59 1.33
H 0.95 -0.38 0.68
H -0.20 -0.10 -1.01
H 0.73 1.90 0.36
H 1.84 0.66 0.26
H 1.64 -1.48 -0.28
H 1.56 -2.77 0.65
H -0.23 -0.47 0.06
H -0.98 -0.78 -0.27

Atom charges from the natural (NBO) analysis, given in e for atoms 1 to 4: 0.642, -0.456, -0.766, -0.112

=====

Here is a molecular structure, C3H5KO4 in a non-equilibrium geometry from the Open Molecules 2025 dataset. Energies are from ωB97M-V/def2-TZVPD.

E_LUMO: -0.46 eV
HOMO: -8.0405 eV
energy above the lowest of the compared OMol25 structures with the same formula, charge and spin: 238.9 kJ/mol
net charge: 0
F_max: 5.129 eV/Å
energy: -1018.152590 a.u.

Atoms and positions in Å:
O1 2.868536 -1.730048 -0.403912
C1 1.948917 -1.163610 0.164955
O2 0.688094 -1.318410 0.064612
O3 2.195884 -0.320123 1.224908
H1 3.128949 -0.082987 1.257118
C2 -2.029590 0.764674 -0.125915
O4 -1.925886 0.227100 1.001834
C3 -0.915968 0.748272 -1.122085
H2 -2.702638 1.641367 -0.217205
H3 -1.674237 -0.108059 -1.572854
H4 -0.078505 1.319211 -0.689150
H5 -1.107260 1.426894 -1.967221
K1 -0.396301 -1.404282 2.384921

Forces on the atoms, in the same order (eV/Å):
O 0.38 0.59 -0.16
C -1.83 -1.69 -0.18
O 0.55 -0.23 -0.16
O 0.59 1.34 1.11
H 0.14 -0.30 -0.13
C 2.15 2.67 3.81
O -0.89 0.46 -2.67
C -4.36 0.64 -1.27
H -1.11 -0.94 -0.32
H 3.77 -0.44 0.09
H 1.14 -2.64 0.07
H -0.85 0.37 0.36
K 0.32 0.18 -0.55

Atom charges from the natural (NBO) analysis, given in e for atoms 1 to 4: -0.725, 0.941, -0.885, -0.795

=====

Here is a molecular structure, CHI2NO2 in a non-equilibrium geometry from the Open Molecules 2025 dataset. Energies are from ωB97M-V/def2-TZVPD.

E_LUMO: -0.58 eV
HOMO: -9.8338 eV
energy above the lowest of the compared OMol25 structures with the same formula, charge and spin: 8.3 kJ/mol
net charge: 0
F_max: 3.224 eV/Å
energy: -839.198057 a.u.

Atoms and positions in Å:
C1 -0.285082 0.319380 -0.360290
N1 0.535718 -0.693854 0.483419
O1 1.310521 -0.210474 1.239292
O2 0.244696 -1.821529 0.315708
I1 0.410215 2.346514 -0.107758
I2 -2.274288 -0.021350 -0.280811
H1 0.058220 0.081313 -1.289560

Forces on the atoms, in the same order (eV/Å):
C 1.36 0.97 1.70
N -1.59 2.81 -0.07
O 1.56 -0.11 1.15
O -0.08 -2.47 -0.34
I -0.36 -0.51 0.07
I -1.50 -0.15 0.20
H 0.61 -0.54 -2.71

Atom charges from the natural (NBO) analysis, given in e for atoms 1 to 4: -0.498, 0.523, -0.348, -0.350

=====

Here is 2 unconnected molecules or ions with the total composition C6H5NOS in a non-equilibrium geometry from the Open Molecules 2025 dataset. Energies are from ωB97M-V/def2-TZVPD.

E_LUMO: -0.83 eV
HOMO: -8.5708 eV
energy above the lowest of the compared OMol25 structures with the same formula, charge and spin: 289.6 kJ/mol
net charge: 0
F_max: 2.228 eV/Å
energy: -759.656679 a.u.

Atoms and positions in Å:
C1 1.537584 -1.093273 -2.668843
C2 0.449724 1.559202 -0.313467
C3 -0.565982 0.572805 -0.397305
C4 1.609349 0.839670 -0.039321
C5 -0.009995 -0.692418 -0.220102
C6 -0.571441 -1.940780 -0.051550
N1 1.859222 -0.090895 -3.084702
O1 1.383254 -0.455736 0.030897
S1 -2.204459 -2.000903 0.060883
H1 0.412108 2.577558 -0.611486
H2 -1.502609 0.914793 -0.782875
H3 2.581092 1.048295 0.315202
H4 1.521279 -1.850763 -1.960478
H5 -2.287414 -3.322606 0.489025

Forces on the atoms, in the same order (eV/Å):
C 0.48 -0.34 0.59
C 1.00 -1.81 -0.11
C 1.57 1.22 -0.82
C -1.58 -0.23 0.35
C -0.15 2.07 0.42
C 1.30 -0.58 0.33
N 0.17 1.72 -1.40
O -1.35 -1.00 0.05
S -0.61 -1.26 0.47
H -0.18 0.63 0.23
H -0.82 -0.67 0.27
H 0.93 0.83 -0.23
H -0.54 -1.52 0.44
H -0.21 0.93 -0.59

Atom charges from the natural (NBO) analysis, given in e for atoms 1 to 4: 0.074, -0.331, -0.175, 0.213

=====

- E_LUMO of number 4 (C6H5NOS)?
  -0.83 eV

=====

- What is the HOMO in the second record?
  -8.0405 eV

=====

Repeat the fourth record exactly.
Here is 2 unconnected molecules or ions with the total composition C6H5NOS in a non-equilibrium geometry from the Open Molecules 2025 dataset. Energies are from ωB97M-V/def2-TZVPD.

E_LUMO: -0.83 eV
HOMO: -8.5708 eV
energy above the lowest of the compared OMol25 structures with the same formula, charge and spin: 289.6 kJ/mol
net charge: 0
F_max: 2.228 eV/Å
energy: -759.656679 a.u.

Atoms and positions in Å:
C1 1.537584 -1.093273 -2.668843
C2 0.449724 1.559202 -0.313467
C3 -0.565982 0.572805 -0.397305
C4 1.609349 0.839670 -0.039321
C5 -0.009995 -0.692418 -0.220102
C6 -0.571441 -1.940780 -0.051550
N1 1.859222 -0.090895 -3.084702
O1 1.383254 -0.455736 0.030897
S1 -2.204459 -2.000903 0.060883
H1 0.412108 2.577558 -0.611486
H2 -1.502609 0.914793 -0.782875
H3 2.581092 1.048295 0.315202
H4 1.521279 -1.850763 -1.960478
H5 -2.287414 -3.322606 0.489025

Forces on the atoms, in the same order (eV/Å):
C 0.48 -0.34 0.59
C 1.00 -1.81 -0.11
C 1.57 1.22 -0.82
C -1.58 -0.23 0.35
C -0.15 2.07 0.42
C 1.30 -0.58 0.33
N 0.17 1.72 -1.40
O -1.35 -1.00 0.05
S -0.61 -1.26 0.47
H -0.18 0.63 0.23
H -0.82 -0.67 0.27
H 0.93 0.83 -0.23
H -0.54 -1.52 0.44
H -0.21 0.93 -0.59

Atom charges from the natural (NBO) analysis, given in e for atoms 1 to 4: 0.074, -0.331, -0.175, 0.213

=====

Please write out number 3 again, unchanged.
Here is a molecular structure, CHI2NO2 in a non-equilibrium geometry from the Open Molecules 2025 dataset. Energies are from ωB97M-V/def2-TZVPD.

E_LUMO: -0.58 eV
HOMO: -9.8338 eV
energy above the lowest of the compared OMol25 structures with the same formula, charge and spin: 8.3 kJ/mol
net charge: 0
F_max: 3.224 eV/Å
energy: -839.198057 a.u.

Atoms and positions in Å:
C1 -0.285082 0.319380 -0.360290
N1 0.535718 -0.693854 0.483419
O1 1.310521 -0.210474 1.239292
O2 0.244696 -1.821529 0.315708
I1 0.410215 2.346514 -0.107758
I2 -2.274288 -0.021350 -0.280811
H1 0.058220 0.081313 -1.289560

Forces on the atoms, in the same order (eV/Å):
C 1.36 0.97 1.70
N -1.59 2.81 -0.07
O 1.56 -0.11 1.15
O -0.08 -2.47 -0.34
I -0.36 -0.51 0.07
I -1.50 -0.15 0.20
H 0.61 -0.54 -2.71

Atom charges from the natural (NBO) analysis, given in e for atoms 1 to 4: -0.498, 0.523, -0.348, -0.350